[1]
This record from the Open Molecules 2025 dataset describes an isolated molecule of C4H10N2O. The level of theory is ωB97M-V with the def2-TZVPD basis set.

SMILES string   CCCNC(N)=O
Kohn-Sham gap   10.30 eV
Energy relative to the best compared isomer or geometry (same formula, charge and spin)   107.9 kJ/mol
F_max   2.2 eV/A

Positions of all 17 atoms, in Å:
1 C 0.347 0.268 1.078
2 N 1.474 0.470 0.135
3 C 1.684 0.641 -1.217
4 N 0.756 0.226 -2.163
5 O 2.597 1.320 -1.667
6 C -0.710 -0.691 0.489
7 C -2.086 -0.441 1.018
8 H -0.183 1.259 1.253
9 H 0.903 -0.242 1.946
10 H 2.289 0.795 0.632
11 H 0.320 -0.662 -1.977
12 H 1.046 0.367 -3.108
13 H -0.729 -0.331 -0.558
14 H -0.383 -1.754 0.659
15 H -2.422 0.589 0.925
16 H -2.711 -1.136 0.482
17 H -2.192 -0.677 2.074

Atoms 1-2, force components in eV/Å:
0.42 -0.70 -0.39
0.65 -0.28 0.24

Results of the Mulliken charge analysis, in e, for atoms 1 through 4:
1. C -0.313
2. N -0.231
3. C 0.460
4. N -0.448

[2]
This record from the Open Molecules 2025 dataset describes an isolated molecule of C2H3NO2. The level of theory is ωB97M-V with the def2-TZVPD basis set.

SMILES string   C=C(O)N=O
Kohn-Sham gap (alpha / beta)   7.98 / 8.03 eV
Energy relative to the best compared isomer or geometry (same formula, charge and spin)   462.5 kJ/mol
F_max   3.2 eV/A

Positions of all 8 atoms, in Å:
1 C 0.274 0.064 -0.280
2 C -0.893 0.322 0.441
3 O 1.199 1.024 -0.543
4 N 0.452 -1.228 -0.488
5 O -0.254 -1.818 0.424
6 H 2.037 0.590 -0.760
7 H -1.001 1.218 1.046
8 H -1.814 -0.172 0.160

Atoms 1-2, force components in eV/Å:
-0.83 2.29 2.01
0.13 1.27 -0.87

Results of the Mulliken charge analysis, in e, for atoms 1 through 4:
1. C 0.604
2. C -0.469
3. O -0.475
4. N -0.239

[3]
This record from the Open Molecules 2025 dataset describes a cluster of 2 separate species, C5H11P in total. The level of theory is ωB97M-V with the def2-TZVPD basis set.

Kohn-Sham gap (alpha / beta)   8.23 / 7.73 eV
Energy relative to the best compared isomer or geometry (same formula, charge and spin)   514.1 kJ/mol
F_max   7.1 eV/A

Positions of all 17 atoms, in Å:
1 C -0.762 -2.068 -0.438
2 C -2.457 0.560 -0.022
3 C -0.162 -0.905 -0.731
4 C 2.437 -0.416 2.152
5 C -0.051 1.753 -1.412
6 P -0.695 0.695 -0.038
7 H -0.551 -2.934 -0.969
8 H -1.366 -2.321 0.349
9 H -3.006 1.413 0.490
10 H -2.773 -0.501 0.355
11 H 0.561 -0.946 -1.458
12 H 1.793 -0.160 2.971
13 H 3.260 -0.959 2.367
14 H 2.004 -0.324 1.243
15 H -0.620 1.458 -2.416
16 H -0.315 2.888 -1.086
17 H 0.924 1.572 -1.485

Atoms 1-2, force components in eV/Å:
1.79 1.57 -0.90
-0.55 -0.68 1.72

Results of the Mulliken charge analysis, in e, for atoms 1 through 4:
1. C -0.912
2. C -0.708
3. C -0.097
4. C -0.711